9
Properties=species:S:1:pos:R:3:nbo_charge:R:1 method="wB97M-V/def2-TZVPD" multiplicity=1 homo_lumo_gap_ha=0.3009 charge=-1 e_above_lowest_kj_mol=0.0 lumo_energy_ev=3.31 e_tot_ev=-82030.82800 homo_ev=-4.88
C -1.09948 3.82609 -1.68226 0.48
C -0.17029 1.20610 -0.84361 0.74
C -0.23234 0.13812 0.34927 0.07
O -0.04410 0.66161 -1.92937 -0.71
O -2.23105 3.60634 -1.64974 -0.60
O -0.28184 2.38355 -0.49333 -0.71
F -1.52540 -0.28006 0.49882 -0.36
Br 0.33037 0.84282 2.06920 -0.09
H 0.36660 -0.75445 0.14317 0.17